(1)
The following is a quantum chemistry calculation of a structure of composition C18H49N5O17SZn in a non-equilibrium geometry, from the OMol25 dataset.

Summary:
Total charge: 0

Geometry as XYZ:
```
91
Properties=species:S:1:pos:R:3:forces:R:3:mulliken_charge:R:1
Zn 0.6842 0.2149 -3.3033 -0.62 -0.03 2.08 0.23
S -0.1590 0.2663 -0.7229 0.37 0.77 0.29 1.29
O 0.3201 -0.8706 -1.6084 0.13 -0.69 0.18 -0.19
O -1.5613 0.1140 -0.3568 0.60 -0.16 -0.61 -0.25
O 0.6751 0.4115 0.4628 0.16 -0.17 -0.54 -0.55
O 0.0369 1.4127 -1.7050 0.11 0.15 -0.13 -0.80
C 3.9947 0.3968 -3.2998 0.44 -0.68 1.05 -0.68
C 4.7937 -0.8833 -3.5304 -0.51 0.26 -1.25 -0.40
O 4.2828 -1.7172 -4.5969 0.22 0.47 0.67 -0.51
O 2.6780 0.1420 -2.6966 0.38 -0.65 0.09 -0.02
H 3.8602 0.9737 -4.2083 -0.18 0.04 -0.03 0.49
H 4.5705 0.9575 -2.5526 -0.23 0.25 -0.29 0.23
H 4.8975 -1.4347 -2.5936 -0.06 -0.12 -0.03 0.30
H 5.7793 -0.5569 -3.8829 -0.03 -0.13 0.31 0.40
H 3.3441 -1.5511 -4.7155 -0.04 -0.13 0.16 0.25
H 2.8218 -0.3507 -1.8221 -0.49 0.61 -1.07 0.16
C 0.7166 4.9000 -0.8495 -0.49 -0.76 -1.96 -0.38
C 2.0087 4.1364 -0.7645 0.49 -0.19 1.29 -0.36
O 2.1705 3.4726 0.5174 -0.11 -0.17 -0.61 -0.58
O -0.4581 4.0858 -1.0074 0.16 0.09 0.62 -0.53
H 0.7711 5.4788 -1.7922 0.17 0.13 0.34 0.30
H 0.6503 5.6279 -0.0424 -0.34 -0.33 0.31 0.33
H 2.8159 4.8805 -0.8394 -0.05 -0.31 0.10 0.37
H 2.1635 3.3849 -1.5433 -0.31 0.18 -0.23 0.06
H 1.7955 2.5757 0.4747 -0.04 0.35 -0.15 0.12
H -0.2766 3.1305 -1.1522 0.29 0.84 0.14 0.39
C -4.4499 -0.0524 1.4938 -0.88 0.68 0.45 -0.56
C -4.7643 -0.4225 0.0589 0.46 -0.25 -0.64 -0.44
O -4.1592 0.4364 -0.9279 0.49 0.04 0.30 -0.63
O -3.0743 -0.1206 1.8485 0.10 0.09 -1.04 -0.62
H -5.0483 -0.6719 2.1749 0.45 -0.42 -0.19 0.45
H -4.8657 0.9450 1.7239 0.45 0.08 -0.37 0.21
H -5.8395 -0.3533 -0.1206 0.05 0.09 0.19 0.41
H -4.4895 -1.4712 -0.1482 0.10 0.21 0.14 0.09
H -3.1716 0.4432 -0.8383 -1.16 -0.23 0.06 0.50
H -2.5317 0.0791 1.0359 -0.50 -0.21 1.07 0.61
C 2.4922 -3.4407 -0.9060 -0.98 0.30 -0.03 -0.14
C 3.2318 -2.7994 0.2532 0.60 -0.81 -0.27 -0.39
O 3.2161 -1.3884 0.2541 -0.88 0.86 -0.32 -0.47
O 1.0695 -3.3926 -0.7305 0.32 1.22 -0.25 -0.50
H 2.7937 -4.4824 -1.0153 -0.06 -0.05 0.09 0.43
H 2.6906 -2.9281 -1.8624 0.53 -0.06 0.18 -0.01
H 4.2807 -3.1195 0.1769 -0.05 0.34 0.01 0.42
H 2.8763 -3.2179 1.1982 -0.25 0.10 -0.02 0.17
H 2.3292 -1.0353 0.5060 0.68 -0.37 -0.08 0.08
H 0.8347 -2.4542 -0.9856 -0.04 -1.36 0.37 0.09
O -1.4810 3.5750 4.7328 0.01 -0.61 -0.57 -0.70
C -1.5928 2.7360 3.8409 -0.31 0.71 0.93 0.40
N -1.7235 1.3998 4.1154 0.20 1.01 -1.29 -0.20
C -1.5513 3.1442 2.3747 0.65 -1.22 0.19 -0.21
H -2.0349 0.8245 3.3378 -0.08 -0.28 0.63 0.24
H -1.8200 1.1563 5.0788 -0.20 -0.34 0.22 0.22
H -1.0346 2.3271 1.8484 -0.02 0.35 -0.18 -0.35
H -0.9625 4.0473 2.3166 -0.01 0.24 -0.17 0.30
H -2.5147 3.2620 1.8892 -0.23 0.12 0.25 0.41
O 3.6454 3.1190 5.3081 -0.24 0.26 0.49 -0.65
C 2.9967 2.8710 4.3133 0.46 0.24 -0.41 0.59
N 2.6063 3.8347 3.4202 -0.17 -1.37 0.17 -0.21
C 2.6899 1.4380 3.9462 0.23 -0.45 0.12 -0.61
H 2.5641 4.7836 3.7256 0.14 0.32 -0.05 0.21
H 2.2619 3.5434 2.5137 -0.11 0.58 0.25 0.22
H 2.5302 1.2983 2.8774 -0.14 -0.09 0.02 -0.01
H 1.8531 1.0339 4.5194 -0.32 0.42 -0.20 0.23
H 3.5217 0.8179 4.2887 0.15 0.20 -0.27 0.37
O -1.1666 -0.1371 -3.8670 -0.51 -0.05 -1.04 -0.37
C -2.2123 -0.0501 -4.5828 0.67 0.48 0.01 0.66
N -2.3245 -0.7336 -5.7188 0.38 -0.07 0.23 -0.37
C -3.3260 0.8858 -4.1994 1.03 -0.16 -0.18 -0.68
H -3.0641 -0.5725 -6.3751 -0.38 -0.01 0.15 0.21
H -1.6194 -1.3991 -5.9918 0.14 0.04 0.09 0.23
H -4.1816 0.7404 -4.8452 -0.33 -0.06 0.22 0.46
H -2.9270 1.8910 -4.3723 -0.10 0.00 0.16 0.30
H -3.5171 0.7738 -3.1300 -0.36 -0.01 -0.10 0.04
O -3.7790 -4.1576 -2.0698 0.56 -0.09 -0.01 -0.70
C -2.7335 -3.8745 -1.5027 -0.28 0.79 -0.36 0.55
N -2.0072 -2.7543 -1.8670 -0.28 -1.10 0.26 0.14
C -2.1923 -4.6563 -0.3396 -0.07 0.30 0.60 -0.68
H -1.3648 -2.3261 -1.2295 0.12 -0.03 -0.01 -0.23
H -2.3899 -2.1853 -2.5924 -0.25 0.25 -0.07 0.09
H -3.0502 -4.9770 0.2503 0.06 -0.13 -0.04 0.31
H -1.5551 -4.0374 0.2954 0.02 -0.03 -0.06 0.06
H -1.6100 -5.5292 -0.6206 -0.05 -0.02 -0.31 0.27
O -1.6168 -2.7775 4.7088 0.64 0.29 -0.95 -0.67
C -0.7316 -2.5133 3.8963 -0.68 0.03 0.22 0.68
N -1.0053 -1.9167 2.6739 -0.55 -0.23 0.89 0.05
C 0.7058 -2.8758 4.2153 0.04 0.70 0.00 -0.76
H -0.3028 -1.4185 2.1513 0.24 -0.11 0.15 -0.02
H -1.9544 -1.5286 2.5783 0.61 -0.29 0.03 0.16
H 1.3940 -2.6324 3.4039 -0.01 -0.32 -0.02 0.04
H 0.7576 -3.9095 4.5410 0.02 -0.17 -0.30 0.32
H 1.0233 -2.2917 5.0838 -0.15 0.07 -0.06 0.27
```
Positions in Å, forces in eV/Å.

(2)
The following is a quantum chemistry calculation of a cluster of 3 separate species, C18H50BBrIN11O5P3 in total in a non-equilibrium geometry, from the OMol25 dataset.

Summary:
Total charge: +1

Geometry as XYZ:
```
90
Properties=species:S:1:pos:R:3:forces:R:3:mulliken_charge:R:1
C -1.9325 5.4323 4.2403 0.51 -0.29 0.09 -1.16
C -0.7118 4.5375 4.0149 -0.72 0.34 -0.33 1.08
N -0.2655 3.9386 5.0192 0.88 -0.43 0.38 -0.70
C -0.0390 4.4176 2.5994 -1.19 1.44 0.85 -1.28
N 1.4118 4.6312 2.7765 -1.55 -1.85 -0.83 -0.12
C 1.9482 5.7946 3.0275 0.82 -0.52 0.02 0.13
N 1.1574 6.8940 3.1618 0.27 0.37 -1.01 -0.36
Br 1.8449 8.4277 2.2927 -0.07 0.02 0.43 0.05
N 3.3327 5.8011 3.2307 -1.21 1.27 -0.14 0.50
C 4.1546 6.0881 2.0228 1.34 -0.02 0.15 -0.56
C 5.3273 5.0841 1.8618 -0.86 0.30 2.16 -0.23
O 5.7468 4.7886 0.8108 0.77 -0.41 -2.57 -0.42
B 3.7948 6.4453 4.4849 0.81 -0.07 1.14 0.25
N 3.0566 7.3388 5.3921 -0.25 -0.63 -0.65 -0.56
O 5.0704 6.1210 4.8522 -0.53 0.14 -0.34 -0.54
P 2.4389 3.1502 2.6476 2.02 -0.57 0.45 -0.01
O 1.4429 1.9135 3.0602 -0.46 1.23 -0.35 -0.42
I 2.7143 2.9441 0.2201 -0.51 0.08 0.14 0.08
H -1.7551 6.4408 3.8348 -0.43 -0.33 -0.19 0.29
H -2.0604 5.5419 5.3264 0.12 -0.12 -0.37 0.35
H -2.8457 4.9504 3.8649 0.24 0.43 -0.27 0.32
H 0.5641 3.3856 4.7818 -0.20 -0.18 0.25 0.24
H -0.2707 3.4587 2.1196 0.34 0.23 0.16 0.62
H -0.4902 5.2249 1.9943 0.38 -0.44 -0.23 0.42
H 0.2269 6.8044 2.7599 -0.03 -0.28 0.43 0.43
H 3.5805 6.1800 1.0907 0.02 -0.37 0.36 0.46
H 4.6501 7.0690 2.1678 -0.22 -0.33 -0.14 0.43
H 5.8120 4.6549 2.7690 -0.54 0.41 0.17 0.42
H 3.0124 8.2741 4.9898 -0.08 -0.02 0.35 0.26
H 2.1038 7.0286 5.5704 0.07 0.33 0.06 0.29
H 5.1988 6.4643 5.7503 0.23 0.06 -0.26 0.34
H 1.8537 1.0469 2.9038 -0.05 0.16 0.00 0.38
O -0.9096 1.8352 -2.2576 3.56 1.71 0.54 -0.78
P -0.0882 1.1157 -3.3329 -5.72 -3.91 -2.50 0.71
N -1.0104 1.7039 -4.6655 -0.65 0.13 -0.37 0.21
C -2.0168 1.0691 -5.4846 -0.08 -0.20 -0.08 -1.02
C -0.8611 3.1157 -4.9756 0.56 -0.04 0.19 -1.13
N -0.3844 -0.4711 -2.7331 0.11 -0.54 1.08 0.26
C -1.2713 -1.4706 -3.3135 0.18 -0.24 -0.49 -0.68
C -0.4805 -0.5664 -1.2752 -0.20 0.41 0.22 -0.96
N 1.1013 0.4104 -4.4775 3.20 1.67 1.93 0.07
C 2.3299 1.2013 -4.5736 -0.02 -0.15 0.13 -0.94
C 0.8397 -0.2270 -5.7448 -0.82 0.48 -0.45 -1.04
H -1.7396 1.1265 -6.5458 -0.04 0.02 -0.02 0.37
H -2.9943 1.5538 -5.3729 0.00 0.03 0.04 0.30
H -2.1614 0.0164 -5.2600 0.13 0.02 0.12 0.30
H -0.0736 3.2726 -5.7262 -0.09 0.14 -0.11 0.27
H -0.5930 3.6922 -4.0866 -0.02 -0.04 0.02 0.30
H -1.7878 3.5489 -5.3576 -0.06 -0.15 0.01 0.39
H -2.2699 -1.0693 -3.5159 -0.01 -0.06 -0.08 0.26
H -1.4142 -2.3086 -2.6270 0.17 0.20 0.19 0.17
H -0.8455 -1.9306 -4.2058 -0.14 0.19 -0.21 0.17
H -1.4893 -0.3230 -0.9192 0.03 0.03 0.14 0.29
H 0.2227 0.1096 -0.7874 -0.08 0.08 -0.05 0.20
H -0.2339 -1.5739 -0.9316 -0.05 -0.08 -0.31 0.46
H 2.2067 2.0630 -5.2435 0.16 0.03 -0.06 0.32
H 3.1633 0.5944 -4.9375 -0.06 -0.01 -0.06 0.34
H 2.6154 1.5835 -3.5867 -0.03 0.00 0.00 0.21
H 0.7937 0.4898 -6.5767 -0.04 0.01 -0.04 0.32
H -0.0727 -0.8137 -5.7642 -0.08 0.11 0.16 0.30
H 1.6531 -0.9290 -5.9523 0.12 0.14 0.21 0.35
O -1.7386 -4.3438 -0.5372 3.42 -0.69 -1.81 -0.79
P -1.3689 -5.7128 0.0309 -5.97 -0.81 3.91 0.77
N -2.7357 -6.5524 -0.5967 -0.69 -0.05 -0.04 0.24
C -3.9481 -7.0132 0.0380 -0.08 -0.11 0.20 -1.04
C -2.7615 -6.7473 -2.0376 0.60 -0.02 -0.01 -1.10
N -1.3789 -5.2169 1.6843 0.37 0.90 0.75 0.21
C -2.3852 -5.5485 2.6820 -0.01 -0.52 0.04 -1.04
C -0.9361 -3.8397 1.9094 -0.15 0.23 -0.40 -1.10
N -0.6244 -7.2591 0.5382 3.55 1.01 -1.81 0.01
C 0.4638 -7.6805 -0.3490 0.05 0.13 0.11 -1.02
C -1.2853 -8.4217 1.0775 -0.94 -0.05 -0.41 -1.01
H -4.0821 -8.0908 -0.1273 -0.05 0.00 -0.01 0.37
H -4.8336 -6.5060 -0.3646 0.01 0.04 -0.03 0.30
H -3.9622 -6.8623 1.1136 0.16 0.05 -0.03 0.29
H -2.3106 -7.7108 -2.3123 -0.13 -0.05 -0.14 0.25
H -2.2070 -5.9609 -2.5557 -0.01 0.02 0.05 0.28
H -3.7788 -6.7211 -2.4334 -0.04 0.02 0.16 0.40
H -3.4019 -5.3404 2.3321 -0.04 -0.07 0.09 0.33
H -2.2483 -4.9511 3.5857 0.22 0.12 -0.18 0.40
H -2.2967 -6.5779 3.0307 -0.21 -0.13 -0.19 0.25
H -1.7502 -3.1175 1.7655 0.07 0.10 -0.03 0.33
H -0.1249 -3.5720 1.2337 -0.09 0.01 -0.04 0.30
H -0.5502 -3.7229 2.9257 -0.09 -0.26 0.03 0.44
H 0.0816 -8.1695 -1.2551 0.12 -0.11 -0.03 0.32
H 1.1423 -8.3709 0.1589 -0.08 -0.03 0.02 0.34
H 1.0581 -6.8155 -0.6617 -0.03 -0.01 0.00 0.33
H -1.6457 -9.1034 0.2944 -0.06 -0.01 -0.01 0.31
H -2.1244 -8.1923 1.7268 -0.04 0.19 -0.09 0.29
H -0.5683 -8.9707 1.6954 0.17 0.16 -0.13 0.35
```
Positions in Å, forces in eV/Å.

| no. | E_LUMO (eV) | calculated total energy (eV) |
| --- | --- | --- |
| 1 | -2.907 | -120974.50426 |
| 2 | -4.736 | -152780.65476 |